The following is a DFT calculation (ωB97M-V/def2-TZVPD) of the molecule C18H27BrO7.

Output
HOMO (Ha): -0.3037
SMILES: Brc1ccc2c(c1)OCCOCCOCCOCCOCCOCCO2
Energy relative to the best compared isomer or geometry (same formula, charge and spin) (kJ/mol): 0.0
Orbital gap (eV): 9.070

Geometry as ORCA input:
```
! RIJCOSX wB97M-V def2-TZVPD def2/J DEFGRID3
* xyz 0 1
Br 4.172 -1.976 -1.217
O -0.480 -3.985 -0.222
O -0.083 0.547 -3.009
O -0.919 -2.323 2.022
O -0.550 0.901 2.681
O 0.913 4.074 1.671
O 1.096 2.165 -0.846
O -1.692 -1.472 -1.309
C -2.124 -0.598 -2.333
C -1.854 -3.668 -0.301
C 1.239 -1.277 1.619
C -1.309 0.700 -2.336
C 0.230 -2.175 1.294
C 2.414 -1.214 0.891
C 2.580 -2.067 -0.180
C -1.294 -1.353 2.973
C 0.724 4.254 0.286
C 1.661 3.435 -0.607
C 0.814 2.756 2.154
C -1.598 0.018 2.352
C 1.590 -2.961 -0.540
C -2.181 -2.782 -1.504
C 1.011 0.176 -2.199
C 1.832 1.396 -1.773
C 0.403 -3.023 0.179
C -0.564 2.114 1.965
H 1.793 3.963 -1.564
H -2.209 -3.191 0.614
H -0.311 4.029 -0.006
H 3.186 -0.514 1.166
H 2.784 1.067 -1.329
H -1.999 -1.079 -3.313
H -1.155 1.050 -1.312
H 0.672 -0.375 -1.318
H 1.112 -0.603 2.450
H -1.871 1.455 -2.894
H 0.913 5.318 0.128
H -0.738 1.917 0.899
H -2.191 -1.774 3.432
H -1.680 -0.095 1.260
H 1.713 -3.623 -1.382
H -1.734 -3.213 -2.413
H 2.054 1.999 -2.664
H -2.353 -4.631 -0.432
H 2.648 3.340 -0.130
H -3.192 -0.369 -2.191
H 1.650 -0.470 -2.809
H 1.027 2.829 3.223
H -3.274 -2.758 -1.631
H -1.356 2.780 2.341
H -0.527 -1.228 3.746
H 1.560 2.102 1.687
H -2.553 0.410 2.731
*
```



The following is a DFT calculation (ωB97M-V/def2-TZVPD) of a structure of composition C18H28HgN4O5Ta at a distorted geometry.

Output
HOMO (alpha / beta) (Ha): -0.5351 / -0.5351
Energy relative to the best compared isomer or geometry (same formula, charge and spin) (kJ/mol): 0.0
Expectation value of S²: 0.765
Orbital gap (alpha / beta) (eV): 6.787 / 2.481

Geometry as ORCA input:
```
! RIJCOSX wB97M-V def2-TZVPD def2/J DEFGRID3
* xyz 2 2
Hg -2.019 2.006 -3.260
Ta 0.080 -0.037 0.052
O 6.528 1.366 6.082
O 5.313 0.479 7.690
O 1.380 4.053 -0.450
O 0.111 -0.647 3.167
O 1.502 -0.198 1.467
N 5.484 0.806 6.492
N 0.407 1.886 -0.121
N 0.495 -0.691 -1.760
N -1.857 -0.329 0.280
C 0.826 3.013 -0.323
C 1.860 -0.569 -2.375
C 3.568 0.634 3.278
C 4.445 0.539 5.545
C 1.790 0.475 -3.489
C 2.849 -0.138 -1.319
C 2.375 0.010 3.701
C 2.290 -1.914 -2.975
C -1.985 -1.810 0.112
C -3.140 -0.142 2.356
C -2.954 1.786 0.765
C -4.352 -0.188 0.170
C -3.070 0.282 0.880
C 1.245 -0.331 2.783
C 2.243 -0.329 5.060
C 3.257 -0.080 5.971
C 4.591 0.892 4.188
C -0.475 -1.377 -2.649
H -3.037 2.110 -0.283
H 3.726 0.925 2.239
H 1.323 -0.808 5.389
H -4.319 0.022 -0.907
H -1.021 -2.277 -0.163
H -3.213 -1.234 2.436
H -2.352 -2.319 1.021
H 1.033 0.211 -4.234
H 2.997 -0.913 -0.553
H -3.810 2.208 1.323
H 2.769 0.447 -3.994
H 1.599 1.486 -3.097
H -0.252 -2.464 -2.664
H 5.532 1.363 3.922
H 2.246 -2.721 -2.233
H 3.161 -0.344 7.014
H -2.024 2.179 1.199
H -5.187 0.380 0.609
H -4.049 0.315 2.789
H 2.573 0.817 -0.851
H 3.331 -1.799 -3.319
H -2.699 -1.974 -0.713
H -4.563 -1.251 0.342
H 1.682 -2.172 -3.849
H -1.512 -1.211 -2.332
H 3.820 0.013 -1.818
H -0.341 -0.953 -3.652
H -2.243 0.196 2.892
*
```



The following is a DFT calculation (ωB97M-V/def2-TZVPD) of a structure of composition C35H37ClMgO4P2 at a distorted geometry.

Output
HOMO (alpha / beta) (Ha): -0.2095 / -0.2004
Orbital gap (alpha / beta) (eV): 4.282 / 3.713

Geometry as ORCA input:
```
! RIJCOSX wB97M-V def2-TZVPD def2/J DEFGRID3
* xyz 0 1
Cl -2.530 0.970 5.642
P -1.714 -1.489 -0.074
P 0.036 1.539 1.274
Mg 1.514 -0.620 -0.799
O -3.759 1.342 6.373
O -1.320 -1.193 1.450
O -2.630 -0.410 5.098
O -1.348 1.095 6.508
C 0.319 -4.967 0.991
C 4.593 1.147 2.455
C -6.178 -1.951 -0.967
C -0.267 3.362 1.323
C 0.575 -4.686 -1.332
C 1.749 -1.449 -2.714
C 1.941 1.466 1.301
C 3.203 -1.407 -3.166
C 3.302 0.664 -1.728
C -0.873 -3.098 -0.133
C -2.250 -1.443 2.515
C 0.948 -5.350 -0.181
C 2.712 0.281 1.274
C -0.304 -3.598 -1.302
C 3.866 0.050 2.031
C -1.022 -0.112 -0.874
C -3.482 -1.783 -0.320
C 4.039 2.434 2.225
C -5.683 -0.748 -0.417
C -0.803 3.858 2.513
C -5.334 -3.033 -1.264
C -1.177 5.174 2.668
C -0.984 6.030 1.589
C -0.100 4.252 0.262
C 3.923 -0.084 -2.801
C -0.387 1.024 -0.394
C 2.169 1.443 -1.802
C 0.843 -0.609 -3.318
C -0.454 5.590 0.385
C -4.341 -0.695 -0.105
C 2.754 2.565 1.685
C -0.569 -3.886 1.011
C 1.662 1.842 -3.120
C -3.996 -2.947 -0.932
C 1.162 0.653 -3.995
H -0.498 -3.041 -2.202
H 0.601 -5.511 1.897
H -2.578 -0.519 3.016
H 3.832 0.663 -0.772
H 0.990 -4.974 -2.291
H 3.912 0.577 -3.635
H -1.522 -1.922 3.148
H 2.359 3.571 1.599
H 4.684 3.311 2.437
H -3.345 -3.801 -1.088
H 0.274 3.931 -0.689
H -1.581 5.515 3.627
H 1.944 1.998 -0.901
H -6.351 0.087 -0.209
H 4.205 -0.965 2.233
H -5.726 -3.932 -1.745
H 0.227 0.990 -4.490
H -1.298 -0.143 -1.964
H 1.695 -6.147 -0.221
H -1.255 7.057 1.726
H 5.566 1.028 2.918
H 3.334 -1.644 -4.239
H 0.858 2.546 -3.010
H -3.059 -2.105 2.182
H -1.051 -3.728 1.973
H 3.691 -2.249 -2.674
H -3.926 0.198 0.357
H -0.931 3.145 3.309
H -7.208 -2.006 -1.240
H 4.959 -0.340 -2.556
H 1.898 0.458 -4.777
H -0.464 1.856 -1.124
H 1.418 -2.463 -2.441
H -0.284 6.303 -0.429
H 2.384 2.399 -3.700
H -0.217 -0.855 -3.356
H 2.658 -0.513 0.499
*
```



The following is a DFT calculation (ωB97M-V/def2-TZVPD) of a structure of composition C49H82F3N4OP2SSbTi.

Output
HOMO (alpha / beta) (Ha): -0.2260 / -0.2482
Energy relative to the best compared isomer or geometry (same formula, charge and spin) (kJ/mol): 0.0
Expectation value of S²: 2.007
Orbital gap (alpha / beta) (eV): 6.651 / 7.252

Geometry as ORCA input:
```
! RIJCOSX wB97M-V def2-TZVPD def2/J DEFGRID3
* xyz 0 3
Sb -0.154 3.791 -0.830
Ti -0.337 -1.407 1.151
S 0.926 0.193 2.648
P -2.913 -0.743 0.856
P 0.090 -3.819 0.196
F 0.886 1.453 5.580
F 2.588 0.134 5.392
F 1.366 0.076 7.170
O 2.909 -1.557 0.517
N -0.550 -1.859 3.295
N -0.539 -1.228 -0.936
N 4.595 -0.035 0.440
N 5.058 -2.321 0.461
C 0.440 -0.840 5.208
C 2.403 -1.779 -3.173
C -1.315 -4.768 -0.535
C 6.184 -2.257 -0.452
C -1.932 4.848 -1.585
C 0.241 -0.888 3.808
C -1.002 -2.742 5.453
C -5.807 -0.987 0.842
C 1.086 6.480 0.405
C 2.025 -3.729 -1.874
C -1.146 -2.747 4.084
C -2.713 -0.155 -0.851
C 1.320 0.208 5.825
C 3.947 -3.751 -3.511
C 1.023 3.062 -3.496
C -1.860 6.372 -1.547
C -2.215 -5.342 0.559
C -1.019 -5.786 -1.634
C -4.491 -2.669 -0.430
C 1.232 5.524 -3.145
C -0.185 -1.765 6.012
C 1.262 -4.863 2.488
C -3.094 4.380 -0.700
C 1.339 -4.959 0.963
C 5.811 0.346 1.138
C -3.399 0.747 1.830
C -2.249 1.758 1.859
C 2.694 3.950 -1.908
C 1.728 4.308 1.452
C -2.231 4.378 -3.009
C 4.102 -1.317 0.482
C 2.773 -3.081 -2.846
C -3.789 0.330 3.249
C 4.603 -3.659 0.770
C 3.636 1.039 0.269
C -4.877 1.626 -3.448
C 0.927 -3.129 -1.260
C -1.569 -0.570 -1.591
C 0.520 -1.835 -1.639
C 1.288 4.160 -2.461
C -0.542 5.217 1.810
C -4.480 -1.757 0.794
C -3.739 0.558 -1.463
C -1.611 -0.301 -2.973
C -3.744 0.858 -2.818
C 0.588 5.089 0.783
C 1.312 -1.167 -2.582
C 1.348 -6.419 0.512
C -2.664 0.386 -3.555
H -4.256 1.213 1.340
H 4.246 -4.189 -0.123
H 0.420 -6.929 0.775
H -1.412 5.743 1.409
H 0.284 7.133 0.063
H 2.629 4.276 0.838
H 5.427 -4.228 1.206
H 3.283 1.421 1.233
H -5.785 -0.092 1.462
H 4.114 1.852 -0.280
H -2.745 6.794 -2.043
H 2.162 -6.951 1.013
H -4.618 -0.382 3.274
H -0.184 5.790 2.675
H -2.535 -4.567 1.260
H -2.642 2.769 1.998
H 6.306 -1.246 -0.831
H -1.833 -3.933 -1.011
H 2.998 -1.219 -3.889
H 2.282 -4.506 0.651
H 2.092 -5.412 2.942
H 1.099 -0.130 -2.807
H -0.816 -0.648 -3.617
H -4.083 1.206 3.834
H -1.561 1.542 2.676
H -0.978 6.768 -2.050
H 3.412 3.921 -2.740
H -3.213 3.294 -0.742
H -4.588 0.872 -0.861
H -5.783 1.019 -3.531
H -1.857 6.747 -0.522
H -3.603 -3.287 -0.496
H -4.613 1.962 -4.452
H 6.470 0.935 0.493
H 5.563 0.953 2.015
H 1.541 6.951 1.288
H 3.683 -4.140 -4.498
H -6.591 -1.637 1.237
H 1.493 -6.525 -0.563
H 0.332 -5.300 2.868
H -2.966 4.662 0.349
H 0.263 5.731 -3.598
H 1.439 3.278 1.687
H -1.505 -3.476 6.066
H -3.237 4.718 -3.290
H 2.781 3.008 -1.365
H -0.038 -1.726 7.083
H -0.866 4.240 2.178
H 0.057 3.172 -3.987
H -3.109 -5.792 0.121
H 3.789 -3.603 1.489
H -2.217 3.289 -3.092
H -1.656 1.763 0.946
H -5.129 2.512 -2.860
H 7.111 -2.561 0.041
H -1.759 -3.484 3.578
H -4.029 4.837 -1.053
H 1.993 4.795 2.399
H 1.306 -3.828 2.825
H 1.978 5.556 -3.951
H 6.349 -0.533 1.477
H 1.852 6.450 -0.371
H 1.458 6.342 -2.460
H -1.701 -6.120 1.129
H -5.360 -3.333 -0.386
H 1.049 2.069 -3.040
H 4.775 -3.053 -3.649
H -2.635 0.565 -4.626
H -1.537 4.788 -3.743
H -6.111 -0.689 -0.165
H 2.328 -4.727 -1.570
H 1.798 3.096 -4.274
H -4.423 -2.393 1.684
H 3.000 4.761 -1.245
H -4.561 -2.079 -1.347
H 2.774 0.673 -0.286
H -1.931 -5.974 -2.207
H -2.933 -0.129 3.751
H 6.017 -2.923 -1.307
H -0.260 -5.425 -2.329
H 4.312 -4.590 -2.916
H -0.691 -6.743 -1.227
*
```



Sequential M output: 435.3 762.0 643.4 1063.9 g mol⁻¹
Sequential energy output: -103476.2988 -41026.4678 -81615.2359 -127373.2626 eV